Entry 1:
Computed, not measured: a single C2H3N3O molecule, with the ωB97M-V functional and the def2-TZVPD basis.

Element x y z (Å)
N: -1.68705 -0.47817 -0.02273
C: -0.54321 0.20754 -0.31069
N: 0.55418 -0.43216 0.18117
C: 1.66382 0.29844 0.08869
N: 1.72286 1.29475 -0.71064
O: -0.51563 1.30209 -0.92403
H: -1.58505 -1.20534 0.67152
H: -2.57439 -0.00941 -0.07767
H: 2.52596 0.03155 0.74720

Cartesian forces, eV/Å:
-0.067 0.239 -0.103
0.280 -0.367 0.301
-0.171 -0.517 1.213
-0.872 0.132 -0.828
-0.527 0.592 0.453
1.611 -0.613 0.252
-0.033 0.193 -0.237
0.081 0.054 -0.149
-0.303 0.288 -0.902

Calculated values
**Gap between HOMO and LUMO (spin up / spin down)**: 7.57 / 7.30 eV

What are the Mulliken partial charges on each atom? They are as follows, in elementary charge units:
1. N -0.3994
2. C 0.7228
3. N -0.5732
4. C 0.1546
5. N -0.2086
6. O -0.5441
7. H 0.2609
8. H 0.2409
9. H 0.3461

***

Entry 2:
Computed, not measured: 2 unconnected molecules or ions with the total composition C23H27N3O2, with the ωB97M-V functional and the def2-TZVPD basis.

Element x y z (Å)
O: 3.47251 2.09124 0.74877
C: 3.79459 0.92264 1.07667
O: 4.16438 0.38513 2.13892
C: 3.67218 -0.13321 -0.06581
C: 4.69985 -1.28702 0.00465
C: 3.90004 -2.45829 0.44584
C: 2.55188 -2.09757 0.56689
C: 1.60086 -3.00601 1.04473
C: 2.01741 -4.32301 1.28119
C: 3.35901 -4.69144 1.12364
C: 4.32372 -3.75528 0.72815
N: 2.39620 -0.75746 0.23932
C: 1.25168 -0.02719 0.28687
C: -0.03985 -0.48967 0.19936
C: -1.15099 0.36592 0.50674
C: -2.35156 -0.37230 0.92709
C: -2.95344 0.03544 2.12257
C: -3.94176 -0.76532 2.69232
C: -4.36297 -1.92906 2.03157
C: -3.77624 -2.32091 0.82060
C: -2.78596 -1.52310 0.23617
H: 3.65479 0.37156 -1.03454
H: 5.12852 -1.43885 -0.99912
H: 5.51224 -1.05069 0.70632
H: 0.58775 -2.68342 1.23145
H: 1.28066 -5.06828 1.59963
H: 3.66412 -5.71620 1.31891
H: 5.37805 -3.98795 0.62690
H: 1.39936 1.05706 0.17635
H: -0.25266 -1.52004 -0.08443
H: -0.92584 1.28145 1.03413
H: -2.55038 0.92440 2.61427
H: -4.33605 -0.47656 3.66963
H: -5.11298 -2.56414 2.49749
H: -4.05017 -3.26487 0.33877
H: -2.29669 -1.83487 -0.68957
N: 1.25329 2.67261 -0.99718
C: 0.16858 3.52376 -1.39925
C: -1.00625 2.70539 -1.89940
C: -2.12125 3.59095 -2.43116
C: -3.41300 2.80320 -2.21030
C: -3.11422 1.75097 -1.14168
N: -1.63554 1.76124 -0.90131
H: 1.66570 2.17895 -1.78054
H: 1.99608 3.12303 -0.46785
H: -0.14455 4.16288 -0.56077
H: 0.47856 4.18684 -2.23161
H: -0.63574 2.03503 -2.69194
H: -2.15384 4.54347 -1.88224
H: -1.94642 3.84037 -3.49825
H: -4.25006 3.43147 -1.86466
H: -3.72195 2.30440 -3.14078
H: -3.67461 1.87956 -0.20388
H: -3.30599 0.74331 -1.52201
H: -1.36104 0.87045 -1.33763

Cartesian forces, eV/Å:
0.093 -0.425 0.511
1.008 -0.095 0.087
-0.341 0.956 -0.125
0.826 0.526 0.336
0.339 0.708 -0.532
-0.329 -0.588 0.071
0.268 -1.430 0.357
0.485 -0.070 -0.267
0.097 0.176 0.029
0.059 0.083 -0.057
-0.795 0.549 -0.047
-3.038 0.871 -0.219
2.372 -0.209 -0.973
-1.922 0.274 0.002
2.751 -1.624 2.259
-0.584 0.284 -0.700
0.094 -0.479 -0.267
0.036 0.015 -0.158
0.305 0.126 0.225
0.223 0.348 -0.202
-0.230 -0.042 0.909
-0.188 -0.217 0.007
-0.022 -0.107 0.314
-0.337 -0.008 -0.155
0.006 -0.254 0.049
0.338 0.320 -0.057
-0.104 0.138 0.001
-0.131 -0.204 0.076
0.113 -0.396 0.425
0.091 0.368 0.222
0.045 -0.415 0.275
-0.320 -0.291 -0.029
-0.087 -0.236 -0.387
0.112 0.123 -0.116
-0.075 0.427 0.208
-0.208 0.129 0.264
0.100 -0.126 0.312
0.139 0.254 -0.298
0.367 0.145 -0.106
-0.197 0.352 -0.312
-0.734 0.036 -0.141
0.302 -0.383 -0.014
-0.547 -0.686 -2.349
0.089 0.197 0.012
-0.018 -0.210 -0.057
0.068 -0.208 -0.144
-0.385 0.073 0.213
0.026 0.457 -0.102
0.113 -0.246 -0.052
-0.161 -0.127 0.629
0.333 -0.103 -0.385
0.014 0.200 0.277
0.260 0.095 -0.287
-0.627 0.213 0.192
-0.093 0.739 0.275

Calculated values
**Gap between HOMO and LUMO**: 6.28 eV

What are the Mulliken partial charges on each atom? They are as follows, in elementary charge units:
1. O -0.7207
2. C 0.4916
3. O -0.7134
4. C -0.2188
5. C -0.7827
6. C 0.4589
7. C 0.5049
8. C -0.8056
9. C -0.8048
10. C -0.4390
11. C -0.7278
12. N 0.1871
13. C -0.9470
14. C -0.0562
15. C -0.1461
16. C 0.3658
17. C -0.1351
18. C -0.7340
19. C -0.3716
20. C -0.9011
21. C -0.1132
22. H 0.3076
23. H 0.2674
24. H 0.3685
25. H 0.7693
26. H 0.3860
27. H 0.3596
28. H 0.4348
29. H 0.4517
30. H 0.7098
31. H 0.3351
32. H 0.3980
33. H 0.3922
34. H 0.3799
35. H 0.3876
36. H 0.4581
37. N -0.2928
38. C -1.3677
39. C 0.1319
40. C -0.6691
41. C -0.7308
42. C -0.4038
43. N -0.1493
44. H 0.1719
45. H 0.2482
46. H 0.4482
47. H 0.3037
48. H 0.3515
49. H 0.3354
50. H 0.3384
51. H 0.3176
52. H 0.2802
53. H 0.3895
54. H 0.2096
55. H 0.2907

***

Number 1: E -8637.212 eV. Number 2: E -32851.361 eV.